Below is a molecular structure, C41H28HfN4O7S4 in a non-equilibrium geometry, with properties calculated with wB97M-V/def2-TZVPD.

CARTESIAN COORDINATES (ANGSTROEM)
Hf  0.32035  0.69914  0.42117
O  1.09105  -1.45559  -5.16105
C  1.02044  -1.15737  -3.85853
C  2.04262  -0.47535  -3.18923
C  1.89236  -0.23334  -1.83684
N  0.81906  -0.63910  -1.17072
C  -0.21721  -1.16969  -1.81121
C  -0.14650  -1.48711  -3.15398
C  -1.48977  -1.17727  -0.94163
O  -2.45133  -1.84180  -1.26370
O  -1.39829  -0.38400  0.06653
C  2.81845  0.63455  -0.97177
O  3.87584  1.02379  -1.41469
O  2.33155  0.87379  0.19391
H  1.92641  -1.14785  -5.53975
H  2.91980  -0.10993  -3.70300
H  -0.98474  -1.93147  -3.66406
C  1.38284  -3.07904  6.04054
C  0.91779  -3.28516  4.79588
C  0.27593  -2.15855  4.06045
C  0.68448  -0.83445  4.57143
C  1.10757  -0.66506  5.89897
C  1.40497  -1.77668  6.63228
N  0.71091  0.03315  3.55356
N  1.02010  1.28823  3.82961
C  0.89131  2.34665  3.05531
C  1.35036  3.54632  3.68176
C  1.21236  4.75212  3.06889
C  0.57182  4.79306  1.82157
C  0.16738  3.61431  1.25525
N  0.31128  2.39143  1.81202
H  1.79635  -3.89964  6.60957
H  0.94726  -4.25824  4.33070
H  -0.81153  -2.26811  4.25020
H  1.28417  0.32583  6.27999
H  1.75786  -1.68445  7.64762
H  1.81477  3.43790  4.64789
H  1.56981  5.66064  3.52914
H  0.41157  5.72570  1.30717
H  -0.32911  3.65092  0.29727
C  -2.48872  -7.31275  0.00454
C  -1.20161  -7.96013  -0.41206
O  -1.07162  -9.13191  -0.62092
S  0.24820  -6.93834  -0.73824
C  0.12120  -5.42352  0.17945
C  0.85531  -4.32415  -0.26025
C  0.91163  -3.17442  0.50154
C  0.18454  -3.06988  1.68853
C  -0.56359  -4.17529  2.10315
C  -0.56457  -5.35031  1.38444
C  0.32908  -1.92687  2.56604
C  0.50001  -0.59504  2.28835
H  -3.27830  -7.73831  -0.61515
H  -2.48215  -6.23135  -0.09386
H  -2.71694  -7.59674  1.03286
H  1.42266  -4.38824  -1.17638
H  1.56627  -2.35686  0.22752
H  -1.14659  -4.12556  3.00936
H  -1.06862  -6.21726  1.77844
O  -0.01948  1.78215  -1.16670
C  -0.49710  2.77237  -2.01756
C  0.39593  3.99612  -1.92317
C  0.11228  5.32210  -2.05613
C  1.24676  6.14084  -1.85916
C  2.36361  5.42053  -1.58143
S  2.06269  3.72476  -1.54485
C  -1.91984  3.14247  -1.67021
C  -2.79129  3.93115  -2.35560
C  -4.01283  4.10801  -1.67285
C  -4.05014  3.43451  -0.49596
S  -2.60105  2.54289  -0.20080
C  -0.51366  2.27787  -3.45256
C  -1.26839  1.26687  -3.96427
C  -1.10326  1.10423  -5.35871
C  -0.21824  1.99043  -5.87995
S  0.43416  3.03763  -4.67912
H  -0.86458  5.71079  -2.28222
H  1.22070  7.21540  -1.91981
H  3.35804  5.78138  -1.40425
H  -2.57152  4.36961  -3.31292
H  -4.81890  4.71272  -2.04681
H  -4.84158  3.41375  0.22590
H  -1.94090  0.67858  -3.36660
H  -1.61859  0.35873  -5.93898
H  0.08064  2.12277  -6.90119

Results
- E_tot (eV) = -107914.6423
- Kohn-Sham gap (eV) = 6.00
- molecular weight (g/mol) = 995.454
- charge = 0
- HOMO energy (eV) = -7.15
- energy above the lowest of the compared OMol25 structures with the same formula, charge and spin (kJ/mol) = 83.1



Below is a molecular structure, C41H29AsBrF4N2O2PSTi, with properties calculated with wB97M-V/def2-TZVPD.

CARTESIAN COORDINATES (ANGSTROEM)
Ti  0.10016  -0.90291  0.62510
F  0.16482  2.34703  -7.20523
C  -0.13487  1.89164  -5.99376
C  -1.32340  1.22255  -5.77490
F  -2.17693  1.03738  -6.77813
C  -1.61729  0.75989  -4.50539
F  -2.79770  0.15548  -4.35276
C  -0.75253  0.91256  -3.42647
P  -1.20210  0.19387  -1.77266
C  -2.66965  1.22445  -1.43288
C  -2.51771  2.59890  -1.62285
C  -3.55283  3.47165  -1.33197
C  -4.75959  2.98349  -0.85302
C  -4.91464  1.62251  -0.64996
C  -3.87435  0.74703  -0.92615
C  -1.71283  -1.49356  -2.27152
C  -2.99544  -1.96214  -2.54942
C  -3.19851  -3.29854  -2.85917
C  -2.12703  -4.17782  -2.92947
C  -0.84436  -3.71577  -2.68709
C  -0.64602  -2.38769  -2.34818
C  0.42971  1.61909  -3.67199
Br  1.64745  2.04539  -2.30012
C  0.73225  2.09356  -4.93671
F  1.86003  2.76613  -5.17076
H  -1.57892  2.99703  -1.99167
H  -3.41397  4.53512  -1.47733
H  -5.57044  3.66433  -0.62893
H  -5.84824  1.23361  -0.26265
H  -4.00288  -0.30365  -0.71571
H  -3.83783  -1.28936  -2.55228
H  -4.20215  -3.65119  -3.06071
H  -2.29547  -5.21880  -3.17409
H  0.00247  -4.38820  -2.73333
H  0.36141  -2.04536  -2.13824
S  0.36204  -0.40889  3.01911
C  2.04482  -0.23286  3.50179
C  2.40179  -0.49633  4.82985
C  3.70514  -0.33632  5.26313
C  4.69321  0.09266  4.38382
C  4.35948  0.35662  3.06633
C  3.05009  0.19023  2.62162
As  2.48350  0.62109  0.82026
C  2.51437  -1.18925  0.02216
C  2.77314  -1.37317  -1.34820
C  2.77599  -2.63801  -1.90076
C  2.46519  -3.75259  -1.11567
C  2.18457  -3.59062  0.22377
C  2.23379  -2.31594  0.80467
C  4.12117  1.34237  0.03486
C  4.19210  2.72557  -0.10452
C  5.32720  3.32625  -0.63302
C  6.40004  2.54441  -1.03303
C  6.33604  1.16291  -0.89797
C  5.20375  0.56498  -0.36607
H  1.63312  -0.82499  5.51761
H  3.95283  -0.54458  6.29680
H  5.71252  0.22217  4.72366
H  5.12501  0.69904  2.38113
H  3.00688  -0.51741  -1.96933
H  3.00678  -2.76327  -2.95163
H  2.45350  -4.73992  -1.55995
H  1.94446  -4.44307  0.84501
H  2.12277  -2.22481  1.87839
H  3.35590  3.34470  0.20323
H  5.36827  4.40315  -0.73417
H  7.28412  3.00811  -1.45117
H  7.17206  0.54768  -1.20585
H  5.16779  -0.51322  -0.26188
C  -4.95874  0.31358  3.17071
N  -4.02307  -0.52671  2.43917
C  -4.14600  -1.87987  2.41289
C  -3.23893  -2.67267  1.80696
C  -2.12163  -2.01707  1.19467
O  -1.13033  -2.63492  0.68634
N  -2.05522  -0.67502  1.16069
C  -2.92087  0.12333  1.85321
O  -2.81182  1.32810  1.95892
H  -5.81108  -0.28999  3.47514
H  -5.29034  1.13148  2.53462
H  -4.47882  0.74560  4.04781
H  -5.01442  -2.27682  2.92170
H  -3.31173  -3.74820  1.80263

Results
- E_tot (eV) = -235054.7135
- Kohn-Sham gap (alpha / beta) (eV) = 6.91 / 7.45
- molecular weight (g/mol) = 923.421
- charge = 0
- HOMO energy (alpha / beta) (eV) = -6.73 / -7.31
- multiplicity = 3
- energy above the lowest of the compared OMol25 structures with the same formula, charge and spin (kJ/mol) = 94.7
- <S²> = 2.007



Below is a molecular structure, C41H30Br2CdN3O5P, with properties calculated with wB97M-V/def2-TZVPD.

CARTESIAN COORDINATES (ANGSTROEM)
Cd  -0.83457  -0.78353  1.46555
N  -3.03617  -2.69233  -2.15215
C  -2.50637  -2.39043  -0.91525
O  -1.41657  -2.79973  -0.59055
C  -3.45467  -1.60293  -0.04365
C  -2.94997  -1.35823  1.37145
H  -2.37267  -3.01193  -2.84195
H  -3.73887  -2.07123  -2.51925
H  -4.40837  -2.15603  -0.04735
H  -3.62907  -0.64773  -0.54575
H  -3.01537  -2.29073  1.93895
H  -3.60777  -0.63553  1.86145
O  -0.76887  -4.61153  2.62845
C  -0.26167  -3.51273  2.38245
O  -0.31937  -2.46733  3.06095
C  0.68283  -3.46813  1.14345
C  1.21443  -4.71603  0.74265
C  2.35183  -4.72453  -0.00045
C  2.88253  -3.49893  -0.46315
C  4.15123  -3.44763  -1.06435
C  4.70473  -2.24083  -1.37915
C  3.93753  -1.08353  -1.24275
C  2.63403  -1.09363  -0.79405
C  2.12343  -2.30793  -0.23215
N  1.08463  -2.33413  0.63175
H  0.74223  -5.60783  1.12765
H  2.89693  -5.64293  -0.19755
H  4.69503  -4.36823  -1.22845
H  5.71393  -2.16343  -1.75965
H  4.40243  -0.14293  -1.50335
H  2.54233  1.02337  -0.58235
Br  -1.94497  3.26597  5.01515
C  -0.31487  2.28067  5.02025
C  0.57503  2.47907  6.05285
C  1.75573  1.77277  6.05495
Br  2.94823  2.02397  7.54555
C  2.09553  0.89427  5.01635
C  3.30023  0.16787  4.95125
C  3.55653  -0.61213  3.85685
C  2.61503  -0.65453  2.82055
N  1.47603  -0.01093  2.86575
C  1.17933  0.73167  3.93155
C  -0.12737  1.39367  3.92925
O  -0.99197  1.22167  3.05025
H  0.34203  3.17337  6.84905
H  4.01843  0.25377  5.75925
H  4.47473  -1.17843  3.77855
H  2.82193  -1.22183  1.92525
O  0.67123  0.24547  -0.25045
C  1.85403  0.20697  -0.92575
C  1.55473  0.55437  -2.39155
C  2.47973  0.62167  -3.42045
C  2.11803  1.11307  -4.66405
C  0.83183  1.57497  -4.87715
C  -0.09837  1.48917  -3.85955
C  0.23763  0.94067  -2.62725
P  -0.93797  0.73317  -1.22455
C  -2.51457  0.88347  -2.33205
C  -3.71187  1.35837  -1.78825
C  -4.93367  1.11687  -2.38405
C  -5.01397  0.36507  -3.54745
C  -3.85217  -0.18783  -4.06825
C  -2.64037  0.03967  -3.44405
C  -0.86497  2.48897  -0.63795
C  -1.46827  3.53567  -1.32715
C  -1.43567  4.82697  -0.82745
C  -0.79197  5.09887  0.36805
C  -0.15837  4.07017  1.04385
C  -0.19287  2.78137  0.54605
H  3.49603  0.28867  -3.27855
H  2.85603  1.16187  -5.45525
H  0.55583  2.00157  -5.83635
H  -1.10127  1.85277  -4.02845
H  -3.66137  1.93277  -0.87265
H  -5.83687  1.50587  -1.93265
H  -5.96877  0.19237  -4.02925
H  -3.90277  -0.80923  -4.95885
H  -1.75287  -0.44913  -3.83185
H  -1.98557  3.34527  -2.25685
H  -1.91287  5.62877  -1.38015
H  -0.78767  6.10487  0.76915
H  0.36133  4.27227  1.97115
H  0.28943  1.98277  1.08555

Results
- E_tot (eV) = -211652.6895
- Kohn-Sham gap (eV) = 5.59
- molecular weight (g/mol) = 947.901
- charge = -2
- HOMO energy (eV) = -1.62
- energy above the lowest of the compared OMol25 structures with the same formula, charge and spin (kJ/mol) = 0.0



- The highest molecular weight belongs to which entry?
  C41H28HfN4O7S4



- Which value of charge does entry 2 give?
  0



- Which of these has the lowest molecular weight?
  C41H29AsBrF4N2O2PSTi



- Number 3 is which compound?
  C41H30Br2CdN3O5P